# 1
{
  "formula": "C30H30Cl3N3O5PPt",
  "method": "ωB97M-V with the def2-TZVPD basis set",
  "elements": ["Pt", "N", "C", "C", "C", "C", "C", "C", "C", "C", "C", "C", "C", "C", "N", "C", "C", "C", "C", "N", "H", "H", "H", "H", "H", "H", "H", "H", "H", "H", "Cl", "C", "C", "C", "Cl", "C", "O", "C", "Cl", "C", "H", "H", "C", "C", "C", "C", "O", "P", "O", "O", "O", "C", "C", "C", "C", "H", "H", "H", "H", "H", "H", "H", "H", "H", "H", "H", "H", "H", "H", "H", "H", "H", "H"],
  "coordinates": [[-0.613, 0.680, -0.625], [6.805, 7.732, -0.078], [5.972, 6.940, -0.118], [4.929, 5.951, -0.169], [4.421, 5.415, 1.013], [3.416, 4.465, 0.958], [2.915, 4.040, -0.269], [3.431, 4.576, -1.444], [4.432, 5.530, -1.400], [1.841, 3.008, -0.328], [2.225, 1.738, -0.739], [3.543, 1.281, -1.017], [3.455, -0.067, -1.263], [2.087, -0.411, -1.153], [1.363, 0.656, -0.846], [0.570, 3.392, 0.079], [0.183, 4.640, 0.641], [-1.125, 4.510, 1.037], [-1.519, 3.197, 0.687], [-0.526, 2.540, 0.110], [4.815, 5.744, 1.965], [3.014, 4.042, 1.869], [3.041, 4.238, -2.396], [4.831, 5.952, -2.313], [4.433, 1.889, -1.000], [4.257, -0.748, -1.493], [1.613, -1.370, -1.279], [0.818, 5.505, 0.745], [-1.746, 5.245, 1.521], [-2.478, 2.732, 0.852], [-7.475, 0.886, 2.208], [-5.749, 0.623, 2.088], [-5.118, 0.728, 0.863], [-3.758, 0.516, 0.802], [-3.006, 0.648, -0.785], [-2.910, 0.186, 1.905], [-1.672, 0.010, 1.822], [-3.658, 0.111, 3.129], [-2.756, -0.264, 4.570], [-5.015, 0.312, 3.226], [-5.681, 0.965, -0.030], [-5.504, 0.231, 4.187], [0.646, -4.418, 1.653], [-0.105, -3.106, 1.838], [-1.520, -3.350, 2.338], [0.629, -2.164, 2.782], [-0.066, -2.423, 0.560], [-1.094, -2.414, -0.643], [-2.515, -2.584, -0.300], [-0.686, -1.170, -1.461], [-0.517, -3.650, -1.508], [-0.845, -3.909, -2.888], [0.172, -3.179, -3.760], [-0.700, -5.417, -3.041], [-2.264, -3.477, -3.238], [0.703, -4.956, 2.602], [1.659, -4.226, 1.295], [0.135, -5.046, 0.922], [-1.457, -3.767, 3.346], [-2.062, -4.042, 1.695], [-2.071, -2.413, 2.377], [0.703, -2.612, 3.775], [0.074, -1.227, 2.845], [1.635, -1.966, 2.407], [1.183, -3.497, -3.497], [0.092, -2.104, -3.603], [-0.002, -3.402, -4.815], [0.303, -5.727, -2.745], [-0.869, -5.714, -4.078], [-1.423, -5.927, -2.404], [-2.377, -2.396, -3.153], [-2.985, -3.941, -2.567], [-2.481, -3.772, -4.268]],
  "lowdin_charge": [1.023, 0.145, -0.189, -0.237, -0.017, -0.007, -0.185, -0.004, -0.019, -0.052, -0.246, -0.027, -0.063, -0.113, -0.101, -0.244, -0.029, -0.062, -0.132, -0.120, 0.119, 0.133, 0.130, 0.118, 0.107, 0.091, 0.098, 0.106, 0.093, 0.087, 0.596, -0.697, -0.154, -0.517, 0.761, -0.549, -0.138, -0.581, 0.662, -0.158, 0.101, 0.097, -0.033, -0.610, -0.036, -0.026, -0.170, 0.265, -0.259, -0.498, -0.166, -0.637, -0.035, -0.038, -0.043, 0.083, 0.084, 0.080, 0.089, 0.080, 0.062, 0.085, 0.068, 0.084, 0.086, 0.074, 0.083, 0.083, 0.082, 0.087, 0.079, 0.086, 0.085],
  "total_charge": -1,
  "homo_energy_ev": -4.580,
  "homo_lumo_gap_ev": 5.814,
  "largest_force_ev_per_a": 0.09,
  "lumo_energy_ev": 1.235
}


# 2
{
  "formula": "C30H30IN3O4P",
  "method": "ωB97M-V with the def2-TZVPD basis set",
  "elements": ["C", "C", "C", "C", "C", "C", "C", "C", "C", "C", "C", "P", "N", "O", "C", "C", "O", "C", "C", "C", "C", "O", "I", "C", "C", "C", "C", "C", "O", "C", "C", "H", "H", "H", "H", "H", "H", "H", "H", "H", "H", "H", "H", "H", "H", "H", "H", "H", "H", "H", "C", "C", "N", "C", "C", "N", "C", "C", "H", "H", "H", "H", "H", "H", "H", "H", "H", "H", "H"],
  "coordinates": [[-1.952, 7.172, 1.055], [-1.650, 5.597, 1.026], [-0.237, 5.064, 1.470], [0.055, 3.542, 1.490], [-0.986, 2.450, 1.075], [-0.641, 0.895, 1.162], [0.453, 0.385, 0.118], [1.758, 1.116, -0.279], [2.710, 0.401, -1.294], [2.444, -0.990, -1.930], [1.134, -1.725, -1.537], [0.745, -3.453, -2.243], [1.961, -4.611, -1.629], [-0.744, -4.014, -1.523], [0.186, -1.020, -0.536], [3.540, -1.576, -2.962], [3.858, -2.788, -3.022], [4.234, -0.453, -3.892], [4.598, -0.669, -5.378], [4.279, -2.028, -6.153], [3.011, -1.796, -7.134], [2.700, -2.647, -8.009], [1.799, 0.035, -6.977], [5.308, 0.476, -6.189], [5.642, 1.829, -5.489], [5.243, 2.069, -3.999], [4.543, 0.932, -3.222], [4.103, 1.111, -1.709], [4.754, 1.721, -0.823], [-2.385, 3.006, 0.616], [-2.714, 4.540, 0.583], [-1.504, 7.567, 2.045], [-3.090, 7.346, 1.157], [-1.524, 7.742, 0.166], [0.518, 5.850, 1.803], [1.086, 3.186, 1.836], [-0.190, 0.722, 2.216], [-1.613, 0.298, 1.132], [2.010, 2.135, 0.154], [2.405, -4.262, -0.766], [1.499, -5.510, -1.417], [-0.474, -4.470, -0.682], [-0.768, -1.588, -0.239], [4.167, -2.938, -5.475], [5.176, -2.210, -6.863], [5.580, 0.314, -7.288], [6.170, 2.616, -6.124], [5.464, 3.033, -3.436], [-3.230, 2.304, 0.288], [-3.762, 4.902, 0.268], [-5.951, -1.589, 6.666], [-5.282, -0.935, 5.471], [-4.185, -1.748, 4.931], [-3.051, -2.138, 5.618], [-2.276, -2.830, 4.740], [-2.944, -2.830, 3.534], [-4.105, -2.181, 3.669], [-2.469, -3.426, 2.288], [-5.236, -1.772, 7.472], [-6.741, -0.945, 7.058], [-6.392, -2.549, 6.388], [-4.868, 0.038, 5.747], [-6.016, -0.772, 4.677], [-2.940, -1.871, 6.654], [-1.320, -3.316, 4.819], [-4.839, -2.023, 2.892], [-2.393, -2.647, 1.529], [-3.175, -4.192, 1.966], [-1.488, -3.878, 2.439]],
  "lowdin_charge": [-0.100, -0.209, -0.021, -0.042, -0.175, -0.164, -0.130, 0.069, -0.016, -0.046, -0.271, 0.886, -0.197, -0.385, -0.027, -0.240, 0.034, -0.001, -0.190, -0.126, -0.700, -0.056, 0.785, -0.028, -0.026, 0.019, -0.040, -0.262, 0.053, -0.031, -0.033, 0.084, 0.083, 0.084, 0.098, 0.089, 0.124, 0.097, 0.095, 0.034, 0.030, 0.028, 0.070, 0.123, 0.139, 0.112, 0.097, 0.110, 0.084, 0.097, -0.061, -0.161, -0.048, 0.016, 0.016, -0.090, 0.003, 0.026, 0.077, 0.092, 0.089, 0.137, 0.131, 0.141, 0.141, 0.177, 0.092, 0.110, 0.105],
  "total_charge": 1,
  "homo_energy_ev": -10.256,
  "homo_lumo_gap_ev": 7.193,
  "largest_force_ev_per_a": 5.90,
  "lumo_energy_ev": -3.064
}


# 3
{
  "formula": "C30H30N11OPtS2",
  "method": "ωB97M-V with the def2-TZVPD basis set",
  "elements": ["Pt", "N", "C", "C", "C", "N", "H", "H", "H", "H", "H", "H", "H", "H", "H", "H", "C", "N", "C", "N", "C", "N", "C", "C", "C", "C", "C", "C", "C", "N", "N", "C", "O", "C", "C", "C", "C", "C", "C", "N", "C", "N", "C", "N", "C", "H", "H", "H", "H", "H", "H", "H", "H", "H", "H", "H", "H", "H", "H", "H", "H", "S", "C", "N", "C", "C", "C", "C", "C", "C", "S", "H", "H", "H", "H"],
  "coordinates": [[0.036, 0.416, -0.304], [0.605, 3.610, 0.675], [0.308, 4.567, -0.397], [0.710, 4.140, -1.807], [-0.065, 2.953, -2.381], [0.524, 1.611, -2.044], [0.471, 2.671, 0.312], [1.562, 3.688, 0.996], [0.789, 5.512, -0.147], [-0.770, 4.765, -0.401], [1.786, 3.939, -1.850], [0.536, 4.982, -2.479], [-0.077, 3.029, -3.468], [-1.103, 2.961, -2.045], [1.539, 1.698, -2.070], [0.300, 0.980, -2.810], [-4.445, 3.922, 0.827], [-3.657, 2.768, 0.415], [-2.362, 2.517, 0.597], [-2.056, 1.376, -0.010], [-3.239, 0.966, -0.552], [-4.229, 1.784, -0.313], [-5.050, 3.809, 2.208], [-5.878, 4.859, 2.648], [-6.492, 4.834, 3.892], [-6.287, 3.760, 4.735], [-5.453, 2.710, 4.307], [-4.843, 2.737, 3.034], [-5.217, 1.630, 5.183], [-5.728, 1.432, 6.411], [-5.225, 0.312, 6.872], [-4.399, -0.177, 5.932], [-4.378, 0.627, 4.851], [-3.614, -1.353, 5.984], [-3.678, -2.173, 7.126], [-2.900, -3.311, 7.172], [-2.071, -3.628, 6.103], [-2.008, -2.821, 4.959], [-1.126, -3.242, 3.805], [-0.594, -2.107, 3.055], [-0.854, -1.725, 1.811], [-0.122, -0.652, 1.527], [0.582, -0.424, 2.677], [0.314, -1.285, 3.621], [-2.777, -1.685, 4.902], [-5.240, 4.018, 0.087], [-3.816, 4.810, 0.757], [-1.672, 3.156, 1.133], [-3.360, 0.067, -1.134], [-6.047, 5.708, 1.995], [-7.127, 5.653, 4.198], [-6.748, 3.712, 5.712], [-4.226, 1.905, 2.723], [-4.326, -1.899, 7.947], [-2.929, -3.953, 8.042], [-1.457, -4.520, 6.160], [-1.679, -3.862, 3.098], [-0.277, -3.820, 4.166], [-1.542, -2.224, 1.148], [1.281, 0.385, 2.802], [-2.743, -1.032, 4.040], [-0.266, -1.647, -1.670], [1.391, -1.833, -1.570], [2.128, -0.914, -0.908], [3.428, -1.227, -0.936], [4.474, -0.475, -0.337], [5.748, -0.933, -0.463], [6.030, -2.135, -1.176], [5.036, -2.893, -1.771], [3.734, -2.440, -1.651], [2.289, -3.142, -2.271], [4.244, 0.434, 0.202], [6.567, -0.384, -0.019], [7.058, -2.465, -1.256], [5.275, -3.800, -2.307]],
  "lowdin_charge": [0.950, -0.003, -0.262, -0.171, -0.203, -0.111, -0.032, 0.082, 0.126, 0.098, 0.121, 0.127, 0.127, 0.103, 0.092, 0.076, -0.047, -0.115, -0.132, -0.040, -0.180, 0.154, -0.159, 0.039, -0.002, 0.051, -0.109, 0.059, -0.198, 0.183, 0.183, -0.196, 0.164, -0.112, 0.047, -0.003, 0.037, -0.169, -0.043, -0.114, -0.125, -0.108, -0.164, 0.161, 0.055, 0.150, 0.146, 0.127, 0.121, 0.140, 0.133, 0.137, 0.123, 0.137, 0.133, 0.137, 0.148, 0.144, 0.138, 0.125, 0.125, 0.735, -1.085, -0.030, -0.272, 0.018, -0.012, 0.025, -0.036, -0.415, 1.146, 0.124, 0.130, 0.136, 0.134],
  "total_charge": 3,
  "homo_energy_ev": [-15.726, -16.656],
  "homo_lumo_gap_ev": [7.808, 5.836],
  "largest_force_ev_per_a": 0.30,
  "multiplicity": 5,
  "lumo_energy_ev": [-7.917, -10.821]
}